{"formula": "ArH24O12", "method": "ωB97M-V/def2-TZVPD", "species": ["Ar", "O", "H", "H", "O", "H", "H", "O", "H", "H", "O", "H", "H", "O", "H", "H", "O", "H", "H", "O", "H", "H", "O", "H", "H", "O", "H", "H", "O", "H", "H", "O", "H", "H", "O", "H", "H"], "xyz": [[8.52611, 16.32154, 16.99790], [5.20172, 17.35046, 19.79691], [5.99431, 17.79895, 19.50214], [4.61144, 17.38676, 19.04425], [6.98198, 14.24953, 14.86077], [7.06678, 14.06559, 15.79629], [6.32507, 14.94398, 14.81132], [7.13286, 19.36127, 18.75660], [6.53353, 20.05544, 18.48245], [7.93504, 19.52739, 18.26147], [10.25203, 17.98746, 19.63142], [9.77023, 17.38252, 20.19548], [10.96843, 18.30770, 20.17955], [11.85311, 13.91067, 16.44756], [12.77773, 13.77324, 16.65355], [11.54817, 14.52767, 17.11280], [11.78441, 16.14950, 18.21292], [11.13670, 16.76808, 18.55066], [12.61389, 16.43937, 18.59262], [11.83768, 18.93968, 15.53362], [11.14121, 19.08913, 16.17302], [11.95050, 17.98926, 15.51940], [8.14795, 18.20906, 14.69163], [8.49158, 18.24646, 13.79903], [8.42785, 17.35500, 15.02096], [8.67441, 16.04893, 21.03802], [8.21775, 16.41889, 21.79355], [8.00114, 15.55712, 20.56786], [5.28320, 16.22498, 15.09356], [4.90522, 16.34674, 15.96450], [5.42715, 17.11355, 14.76806], [9.54822, 19.72516, 17.40537], [9.47614, 20.49345, 17.97174], [9.55701, 18.98216, 18.00878], [6.21706, 13.67354, 17.41476], [6.67507, 12.83393, 17.45388], [6.25425, 14.00916, 18.31042]], "forces_ev_per_a": [[0.1, -0.2, 0.4], [-0.2, -0.5, 0.3], [0.5, 0.5, -0.2], [-0.2, 0.0, -0.1], [0.9, -0.7, -0.7], [-0.1, 0.1, 0.1], [-0.2, 0.2, 0.1], [-0.5, -0.2, 0.6], [-0.2, 0.1, 0.0], [0.1, -0.1, -0.6], [0.2, 0.4, -0.4], [-0.7, -0.7, 0.4], [0.2, 0.3, 0.1], [-0.1, -0.5, -0.4], [0.2, 0.0, 0.0], [0.0, 0.4, 0.3], [0.3, -0.4, -0.3], [-0.4, 0.4, 0.3], [0.2, 0.0, 0.0], [0.3, 0.1, -0.2], [-0.4, 0.2, 0.2], [0.1, -0.3, 0.0], [-0.3, 0.2, 0.0], [0.1, 0.1, -0.2], [0.0, -0.2, -0.1], [0.4, 0.1, 0.0], [-0.2, 0.1, 0.3], [-0.2, -0.1, -0.2], [-0.6, 0.4, 0.0], [-0.1, -0.1, 0.2], [0.3, 0.3, -0.2], [-0.2, 0.2, -0.5], [0.4, 0.4, 0.1], [0.5, -0.5, 0.5], [-0.1, 0.1, 0.2], [0.1, -0.4, 0.0], [0.0, 0.1, 0.3]], "nbo_charge": [0.01, -0.96, 0.49, 0.46, -0.99, 0.47, 0.48, -0.98, 0.48, 0.48, -0.98, 0.51, 0.48, -0.96, 0.46, 0.49, -0.98, 0.49, 0.47, -0.95, 0.48, 0.47, -0.95, 0.47, 0.47, -0.96, 0.48, 0.49, -0.94, 0.48, 0.49, -0.94, 0.47, 0.49, -0.94, 0.48, 0.47], "energy_ha": -1444.7714, "de_lowest_kcal_mol": 37.3, "e_homo_ev": -9.9}